Arrangement P

Formula: C5H12N2O
Source: OMol25
Level of theory: ωB97M-V/def2-TZVPD

Each line ends with the Löwdin spin population.
Element x y z (Å)
C (1.8283, -1.7276, -0.5966)  0.04
N (1.5505, -0.6872, 2.0676)  0.04
C (0.5982, -0.6453, 1.1374)  0.04
N (0.6168, -1.2608, -0.0062)  0.34
H (1.6595, -1.9810, -1.6329)  0.00
H (2.1553, -2.6363, -0.0804)  0.02
H (2.6329, -0.9891, -0.5264)  0.00
H (2.4766, -0.9689, 1.7809)  0.00
H (1.5104, -0.0400, 2.8396)  0.00
H (-0.2749, -0.0808, 1.4191)  0.00
C (-0.2001, 1.9296, -0.0658)  0.29
C (-1.1580, 1.1293, -0.6137)  0.12
O (-2.0326, 0.5684, 0.2264)  0.06
C (-1.3759, 0.9234, -2.0685)  0.01
H (0.4408, 2.5163, -0.7041)  0.01
H (-0.1177, 2.0152, 1.0032)  0.01
H (-2.2997, -0.3101, -0.0860)  0.00
H (-0.9408, 1.7381, -2.6477)  0.00
H (-0.9037, -0.0021, -2.3976)  0.00
H (-2.4325, 0.8595, -2.2942)  0.00

- Net charge: +1
- Expectation value of S²: 0.766
- HOMO (alpha / beta): -14.126 / -12.865 eV
- Orbital gap (alpha / beta): 11.3 / 5.2 eV
- LUMO energy (alpha / beta): -2.87 / -7.68 eV
- Multiplicity: 2

---

Arrangement Q

Formula: C5H12N2O
Source: OMol25
Level of theory: ωB97M-V/def2-TZVPD

Each line ends with the Löwdin spin population.
Element x y z (Å)
C (0.3124, 0.0079, -2.1216)  0.00
N (-0.3278, 0.3384, -0.9847)  0.03
C (-1.4064, 1.3230, -1.2628)  0.00
C (-0.7592, -0.6857, 0.0040)  0.02
C (-0.6307, -0.0721, 1.3922)  0.07
N (0.5431, -0.6084, 2.1573)  0.67
C (1.4817, 0.4418, 2.6485)  0.07
O (0.8714, -1.0587, -2.2956)  0.01
H (0.1200, 0.6929, -3.0064)  0.00
H (-1.5139, 1.9426, -0.3721)  0.00
H (-1.0411, 2.1402, -1.9596)  0.00
H (-2.2569, 0.8030, -1.5574)  0.00
H (-1.7783, -1.1608, -0.2780)  0.00
H (-0.0174, -1.5797, -0.0501)  0.00
H (-0.5125, 0.9402, 1.2486)  0.01
H (-1.5885, -0.2394, 1.9586)  0.03
H (1.0497, -1.2924, 1.6548)  0.02
H (1.8431, 1.1798, 2.0003)  0.03
H (0.8694, 0.8904, 3.4520)  0.02
H (2.3609, -0.0471, 3.1043)  0.00

- Net charge: +1
- Expectation value of S²: 0.755
- HOMO (alpha / beta): -13.503 / -13.393 eV
- Orbital gap (alpha / beta): 10.5 / 4.8 eV
- LUMO energy (alpha / beta): -3.00 / -8.55 eV
- Multiplicity: 2

---

Which one sits at the bottom of the stability order? arrangement Q does.

---

Arrangement P

Formula: C10H8O2
Source: OMol25
Level of theory: ωB97M-V/def2-TZVPD

Each line ends with the natural charge from an NBO analysis.
Element x y z (Å)
C (-1.2076, -1.3689, 0.2834)  0.28
C (-0.4474, -2.2807, 0.9350)  -0.26
C (1.0026, -2.1154, 1.1055)  -0.19
C (1.5220, -0.9046, 0.6686)  -0.22
C (0.7104, 0.1490, 0.0898)  -0.16
C (1.1132, 1.4168, -0.1055)  0.32
C (0.3677, 2.4548, -0.7681)  -0.26
C (-0.8719, 1.9652, -1.4193)  -0.19
C (-1.2878, 0.7105, -1.0793)  -0.25
C (-0.6235, -0.1965, -0.2482)  -0.02
H (-2.8811, -0.8078, -0.4488)  0.48
H (-0.9909, -3.1123, 1.5101)  0.23
H (1.5510, -2.8129, 1.6930)  0.22
H (2.6601, -0.8878, 0.9263)  0.22
H (2.5260, 1.4137, 1.1371)  0.48
H (0.7985, 3.5222, -0.7421)  0.24
H (-1.4658, 2.5482, -2.1702)  0.23
H (-2.3070, 0.2457, -1.4959)  0.18
O (-2.4418, -1.7630, -0.1853)  -0.66
O (2.2733, 1.8237, 0.3139)  -0.66

- SMILES: Oc1cccc2c(O)cccc12
- HOMO: -7.932 eV
- Orbital gap: 8.3 eV
- LUMO energy: 0.41 eV

---

Arrangement Q

Formula: C10H8O2
Source: OMol25
Level of theory: ωB97M-V/def2-TZVPD

Each line ends with the natural charge from an NBO analysis.
Element x y z (Å)
C (3.0221, 0.0028, -0.3261)  -0.62
C (1.7368, -0.0827, 0.4979)  -0.44
C (0.8585, -1.2472, 0.1183)  0.59
C (-0.5966, -0.7869, 0.2568)  -0.13
C (-1.7705, -1.4815, 0.1505)  -0.18
C (-2.9254, -0.6232, 0.0042)  -0.17
C (-2.8882, 0.7798, -0.0058)  -0.23
C (-1.6076, 1.3303, -0.0960)  -0.13
C (-0.4698, 0.5182, 0.0004)  -0.15
C (0.9625, 1.0982, 0.2185)  0.60
H (3.4446, -1.0964, -0.3407)  0.25
H (2.9032, 0.4604, -1.5323)  0.23
H (3.7711, 0.7328, 0.0150)  0.24
H (1.6868, -0.0472, 1.7590)  0.27
H (-1.9805, -2.5314, 0.1676)  0.24
H (-3.8647, -1.0759, -0.4207)  0.22
H (-3.5846, 1.6109, -0.3195)  0.24
H (-1.4674, 2.4523, -0.1830)  0.23
O (1.4044, -2.3128, -0.0977)  -0.51
O (1.3653, 2.2996, 0.1335)  -0.54

- SMILES: CC1C(=O)c2ccccc2C1=O
- HOMO: -9.732 eV
- Orbital gap: 9.4 eV
- LUMO energy: -0.30 eV

---

Which one sits at the bottom of the stability order? arrangement Q does.

---

Arrangement P

Formula: C6H9F
Source: OMol25
Level of theory: ωB97M-V/def2-TZVPD

Each line ends with the natural charge from an NBO analysis.
Element x y z (Å)
C (-0.9327, 0.0297, -0.7253)  -0.29
C (0.2044, -0.0307, 0.2189)  -0.19
C (-1.4500, 1.4578, -1.0495)  -0.42
C (0.4823, -1.0056, 1.0591)  -0.18
C (-0.7950, 0.5826, -2.1064)  0.20
C (1.6295, -0.9422, 2.0421)  -0.66
F (-1.3260, -0.2370, -3.1294)  -0.36
H (-1.5767, -0.7817, -0.6613)  0.23
H (0.8566, 0.8005, 0.4074)  0.19
H (-2.3770, 1.8148, -1.0955)  0.22
H (-0.6728, 2.1822, -0.6443)  0.22
H (-0.1524, -1.8456, 1.2928)  0.19
H (0.2207, 0.6954, -2.4302)  0.17
H (1.7675, -1.9654, 2.5266)  0.22
H (1.5153, -0.0397, 2.7555)  0.22
H (2.6062, -0.7152, 1.5395)  0.22

- SMILES: C/C=C/[C@H]1C[C@@H]1F
- HOMO: -8.958 eV
- Orbital gap: 10.1 eV
- LUMO energy: 1.11 eV

---

Arrangement Q

Formula: C6H9F
Source: OMol25
Level of theory: ωB97M-V/def2-TZVPD

Each line ends with the natural charge from an NBO analysis.
Element x y z (Å)
C (1.0703, 0.8233, -0.3931)  -0.33
C (-0.2798, 0.5939, 0.3132)  -0.23
C (2.1731, 0.4534, 0.3997)  0.27
C (0.3313, -0.4722, -0.4742)  0.00
C (-1.4321, 1.3931, -0.2473)  -0.59
C (0.5610, -1.9007, -0.1618)  -0.66
F (3.4187, 0.4367, -0.1220)  -0.33
H (1.1733, 1.5154, -1.2146)  0.23
H (-0.2839, 0.5508, 1.4036)  0.19
H (2.1107, -0.0796, 1.3352)  0.17
H (-1.4230, 1.3611, -1.3322)  0.22
H (-1.3781, 2.4286, 0.0788)  0.21
H (-2.3722, 0.9725, 0.1009)  0.21
H (-0.2364, -2.4587, -0.6496)  0.23
H (0.5197, -2.1371, 0.9025)  0.20
H (1.5052, -2.2509, -0.5710)  0.22

- HOMO (alpha / beta): -7.284 / -7.549 eV
- Orbital gap (alpha / beta): 7.8 / 8.4 eV
- LUMO energy (alpha / beta): 0.52 / 0.83 eV

---

Which one sits at the bottom of the stability order? arrangement Q does.

---

Arrangement P

Formula: C3H3F3O
Source: OMol25
Level of theory: ωB97M-V/def2-TZVPD

Each line ends with the natural charge from an NBO analysis.
Element x y z (Å)
C (-0.7459, 0.0850, 0.1559)  0.89
C (2.3460, 1.0696, -1.0614)  0.66
C (-1.0501, -1.2968, 0.4492)  -0.76
O (0.1866, 0.6797, -0.3101)  -0.55
F (-1.6933, 0.9006, 0.7267)  -0.36
F (2.6775, 1.3001, 0.1737)  -0.33
F (1.9163, 2.2214, -1.5468)  -0.34
H (-1.5678, -1.4378, 1.3853)  0.27
H (-0.1772, -1.9027, 0.2073)  0.26
H (-1.8922, -1.6191, -0.1800)  0.27

- HOMO: -10.285 eV
- Orbital gap: 11.0 eV
- LUMO energy: 0.70 eV

---

Arrangement Q

Formula: C3H3F3O
Source: OMol25
Level of theory: ωB97M-V/def2-TZVPD

Each line ends with the natural charge from an NBO analysis.
Element x y z (Å)
C (2.0248, 0.9763, -1.1086)  -0.64
C (1.0626, 0.0511, -1.0079)  0.47
C (-1.5468, -0.1384, 1.0775)  0.91
O (-1.7893, -1.1835, 0.3930)  -0.72
F (1.3529, -1.1917, -0.6824)  -0.32
F (-2.2432, 0.8916, 1.0590)  -0.29
F (-1.2075, -0.3802, 2.3792)  -0.36
H (3.1032, 0.5741, -1.0847)  0.23
H (1.9045, 2.0413, -1.2994)  0.23
H (-2.6613, -1.6407, 0.2743)  0.50

- HOMO (alpha / beta): -9.995 / -8.335 eV
- Orbital gap (alpha / beta): 10.0 / 7.4 eV
- LUMO energy (alpha / beta): -0.01 / -0.93 eV

---

Which one sits at the bottom of the stability order? arrangement Q does.

---

Arrangement P

Formula: C17H20N2O4S
Source: OMol25
Level of theory: ωB97M-V/def2-TZVPD

Each line ends with the natural charge from an NBO analysis.
Element x y z (Å)
C (-4.6375, -0.5374, 4.3079)  -0.71
C (-3.2244, -0.3722, 3.7916)  0.69
O (-2.3344, 0.1303, 4.4328)  -0.59
N (-3.0830, -0.8559, 2.5158)  -0.61
C (-1.9501, -0.8750, 1.7059)  0.18
C (-0.6924, -0.4781, 2.1617)  -0.25
C (0.3861, -0.5023, 1.2989)  -0.16
C (0.2150, -0.9111, -0.0095)  -0.37
C (-1.0180, -1.3326, -0.4671)  -0.11
C (-2.0998, -1.3168, 0.3897)  -0.26
H (-3.0695, -1.6396, 0.0388)  0.21
H (-1.1111, -1.6564, -1.4909)  0.24
S (1.6166, -0.8941, -1.1112)  2.32
O (1.1706, -1.1646, -2.4485)  -0.94
O (2.6297, -1.7569, -0.5617)  -0.96
N (2.1628, 0.6903, -0.9689)  -0.68
C (1.4953, 1.5852, -1.9009)  -0.27
C (0.0355, 1.6719, -1.5509)  0.04
C (-0.3466, 2.1443, -0.3006)  -0.23
C (-1.6821, 2.2006, 0.0512)  -0.20
C (-2.6523, 1.7943, -0.8498)  -0.22
C (-2.2802, 1.3315, -2.0996)  -0.22
C (-0.9416, 1.2671, -2.4481)  -0.22
H (-0.6508, 0.8893, -3.4164)  0.22
H (-3.0340, 1.0164, -2.8060)  0.21
H (-3.6968, 1.8427, -0.5786)  0.21
H (-1.9658, 2.5629, 1.0282)  0.22
H (0.4127, 2.4605, 0.3988)  0.22
H (1.9611, 2.5708, -1.8093)  0.22
H (1.6083, 1.2335, -2.9336)  0.21
C (3.5928, 0.8648, -0.7927)  -0.25
H (3.7733, 1.9315, -0.6395)  0.21
C (4.4557, 0.3216, -1.9502)  -0.09
O (5.0274, -0.9227, -1.6660)  -0.73
H (4.3242, -1.5078, -1.3346)  0.49
H (5.2954, 0.9949, -2.1451)  0.18
H (3.8356, 0.2672, -2.8589)  0.16
H (3.8709, 0.3303, 0.1189)  0.23
H (1.3660, -0.1996, 1.6301)  0.23
H (-0.5761, -0.1487, 3.1804)  0.26
H (-3.9166, -1.2245, 2.0781)  0.40
H (-4.6947, -0.1472, 5.3197)  0.25
H (-5.3362, 0.0066, 3.6757)  0.23
H (-4.9148, -1.5894, 4.3144)  0.23

- SMILES: CC(=O)Nc1ccc(S(=O)(=O)N(CCO)Cc2ccccc2)cc1
- HOMO: -8.775 eV
- Orbital gap: 9.2 eV
- LUMO energy: 0.39 eV

---

Arrangement Q

Formula: C17H20N2O4S
Source: OMol25
Level of theory: ωB97M-V/def2-TZVPD

Each line ends with the natural charge from an NBO analysis.
Element x y z (Å)
C (-6.1138, -1.1026, 0.2737)  -0.63
C (-5.6643, -0.0850, -0.7635)  -0.08
H (-5.7670, -0.4799, -1.7760)  0.19
H (-6.2358, 0.8431, -0.6614)  0.20
O (-4.2722, 0.2128, -0.6229)  -0.51
C (-3.9294, 1.1407, 0.2637)  0.79
O (-4.6977, 1.7780, 0.9316)  -0.59
C (-2.4294, 1.3281, 0.3093)  -0.62
H (-2.1361, 2.1498, -0.3458)  0.27
H (-2.1061, 1.5616, 1.3232)  0.26
S (-1.5796, -0.1711, -0.2626)  0.27
C (0.0727, 0.4393, -0.2479)  0.33
N (0.2422, 1.6643, 0.0971)  -0.54
C (1.5144, 2.1672, 0.1040)  0.17
C (1.7262, 3.4896, 0.5077)  -0.22
C (3.0010, 4.0068, 0.5099)  -0.17
C (4.0879, 3.2281, 0.1125)  -0.24
C (3.8947, 1.9257, -0.2873)  -0.15
C (2.6087, 1.3820, -0.2960)  -0.15
C (2.3901, 0.0042, -0.7117)  0.66
O (3.2531, -0.7501, -1.1141)  -0.62
N (1.0535, -0.4178, -0.6403)  -0.44
C (0.7852, -1.8151, -0.8982)  -0.27
H (-0.1454, -1.9156, -1.4609)  0.22
H (1.6267, -2.1849, -1.4886)  0.25
C (0.6896, -2.6070, 0.4277)  0.09
H (-0.2220, -2.3120, 0.9560)  0.20
C (0.7767, -4.1147, 0.1685)  -0.43
H (0.2980, -4.6505, 0.9877)  0.22
H (0.2995, -4.3994, -0.7661)  0.21
C (2.2896, -4.3641, 0.1709)  -0.44
H (2.6823, -4.3975, -0.8443)  0.21
C (2.8620, -3.1502, 0.9285)  -0.09
H (3.3631, -3.4276, 1.8586)  0.18
O (1.7660, -2.3185, 1.2844)  -0.52
H (3.5627, -2.5862, 0.3024)  0.20
H (2.5422, -5.2999, 0.6648)  0.22
H (4.7171, 1.2997, -0.5992)  0.23
H (5.0810, 3.6510, 0.1200)  0.22
H (3.1638, 5.0278, 0.8227)  0.22
H (0.8761, 4.0787, 0.8133)  0.22
H (-6.0166, -0.6838, 1.2723)  0.22
H (-7.1540, -1.3631, 0.1014)  0.22
H (-5.5046, -2.0006, 0.2056)  0.21

- SMILES: CCOC(=O)CSc1nc2ccccc2c(=O)n1C[C@H]1CCCO1
- HOMO: -8.368 eV
- Orbital gap: 9.0 eV
- LUMO energy: 0.60 eV

---

Which one sits at the bottom of the stability order? arrangement P does.

---

Arrangement P

Formula: C6H12N
Source: OMol25
Level of theory: ωB97M-V/def2-TZVPD

Each line ends with the natural charge from an NBO analysis.
Element x y z (Å)
C (-2.3713, 0.7892, 1.3819)  -0.27
C (-2.0608, 0.5694, 0.2257)  0.14
C (0.8210, 0.7723, 1.0294)  -0.79
C (0.3983, -1.6194, 0.2260)  -0.77
C (1.4352, -0.0259, -1.2552)  -0.74
C (0.7692, -0.2379, 0.0099)  0.57
N (-1.4802, 0.4613, -0.9589)  -0.81
H (-2.9828, 1.0879, 2.1740)  0.26
H (1.4362, 1.6678, 0.8432)  0.26
H (-0.1892, 0.9834, 1.2344)  0.33
H (1.1186, 0.4504, 2.0046)  0.30
H (1.2132, -2.2897, 0.8098)  0.33
H (0.2321, -2.3042, -0.6292)  0.26
H (-0.5229, -1.6709, 0.7802)  0.28
H (1.4768, -0.9543, -1.9596)  0.25
H (1.1113, 0.7333, -1.9337)  0.28
H (2.3678, 0.3171, -0.9510)  0.28
H (-1.0191, 1.3372, -1.2519)  0.41
H (-1.7532, -0.0671, -1.7798)  0.44

- Net charge: +1
- HOMO: -13.361 eV
- Orbital gap: 8.0 eV
- LUMO energy: -5.40 eV

---

Arrangement Q

Formula: C6H12N
Source: OMol25
Level of theory: ωB97M-V/def2-TZVPD

Each line ends with the natural charge from an NBO analysis.
Element x y z (Å)
C (-1.9956, 0.8554, 1.0637)  -0.31
C (-0.6863, 0.8457, 0.8912)  -0.25
C (0.0033, -1.6566, 0.8513)  -0.38
C (1.2673, -0.8552, 0.8998)  -0.42
C (0.0438, -0.2848, 0.2340)  -0.15
C (0.0566, -0.1954, -1.2759)  -0.20
N (0.8303, 1.0303, -1.6745)  -0.67
H (-2.4990, 1.6747, 1.5450)  0.22
H (-2.6135, 0.0342, 0.7401)  0.20
H (-0.0761, 1.6643, 1.2548)  0.21
H (-0.0423, -2.5141, 0.1987)  0.23
H (-0.5614, -1.7734, 1.7615)  0.25
H (1.5632, -0.4391, 1.8499)  0.24
H (2.0986, -1.1772, 0.2895)  0.22
H (-0.9571, -0.1019, -1.6701)  0.24
H (0.5343, -1.0704, -1.7183)  0.23
H (0.8568, 1.1601, -2.6928)  0.45
H (1.7911, 0.9544, -1.3131)  0.45
H (0.3860, 1.8489, -1.2349)  0.45

- Net charge: +1
- SMILES: C=CC1(C[NH3+])CC1
- HOMO: -13.845 eV
- Orbital gap: 10.2 eV
- LUMO energy: -3.64 eV

---

Arrangement R

Formula: C6H12N
Source: OMol25
Level of theory: ωB97M-V/def2-TZVPD

Each line ends with the natural charge from an NBO analysis.
Element x y z (Å)
C (-1.2663, -0.5671, -0.2598)  0.27
C (-0.8132, -0.0043, 1.0036)  -0.26
C (0.6346, 0.3561, 0.1319)  -0.01
C (-1.5083, 1.1547, 1.6652)  -0.62
C (1.9701, -0.1455, 0.4372)  -0.68
C (0.2403, -0.8452, -2.2976)  -0.42
N (-0.1725, -0.3534, -0.9409)  -0.22
H (-2.2324, -0.9774, -0.5192)  0.25
H (-0.4932, -0.7458, 1.7209)  0.26
H (0.7358, 1.4480, -0.0995)  0.23
H (-2.6179, 1.1147, 1.5589)  0.24
H (-1.1780, 2.0182, 1.1099)  0.22
H (-1.2032, 1.2354, 2.6834)  0.25
H (1.8924, -1.2960, 0.5692)  0.23
H (2.4875, 0.3150, 1.4084)  0.28
H (2.6595, 0.1895, -0.3823)  0.25
H (-0.6261, -1.3251, -2.5766)  0.22
H (1.0934, -1.6072, -2.2292)  0.26
H (0.3975, 0.0353, -2.9835)  0.25

- Net charge: +1
- SMILES: C[C@@H]1[C@@H](C)C=[N+]1C
- HOMO: -15.225 eV
- Orbital gap: 10.7 eV
- LUMO energy: -4.48 eV

---

Which one sits at the bottom of the stability order? arrangement P does.